{"formula": "C3H11NOS", "method": "ωB97M-V/def2-TZVPD", "symbols": ["C", "S", "C", "H", "H", "H", "H", "H", "H", "N", "C", "O", "H", "H", "H", "H", "H"], "positions_angstrom": [[2.2380, -1.0491, -0.6932], [1.5588, -2.5885, 0.1493], [2.9702, -3.6070, 0.0139], [1.3624, -0.5660, -1.1002], [2.5990, -0.5199, 0.1930], [3.0325, -1.2672, -1.4575], [3.8399, -3.3150, -0.5862], [2.6788, -4.5939, -0.4640], [3.3560, -3.9882, 1.0007], [-2.0904, 2.1984, -0.0843], [-3.3328, 2.3546, 0.5785], [-4.0470, 3.5789, 0.3381], [-1.2896, 2.6156, 0.3879], [-2.1034, 2.6020, -1.0117], [-3.1278, 2.2690, 1.6560], [-4.1113, 1.6286, 0.2710], [-3.5332, 4.2479, 0.8086]], "nbo_charge": [-0.723, 0.885, -0.903, 0.271, 0.275, 0.276, 0.283, 0.317, 0.317, -0.861, 0.076, -0.718, 0.355, 0.369, 0.151, 0.172, 0.457], "multiplicity": 2, "e_tot_ev": -17652.7208, "charge": 1, "orbital_gap_ev": [7.944, 3.393], "relative_energy_ev": 0.883, "lumo_energy_ev": [-3.99, -8.54], "e_homo_ha": [-0.4386, -0.4386]}